# 1
Entry from the Open Molecules 2025 dataset: a molecular structure, C17H26GeN3O7STa (ωB97M-V with the def2-TZVPD basis set).

Atoms and positions in Å:
Ta1 -0.620 -0.599 0.769
O1 1.624 -2.860 -1.535
C1 0.510 -2.190 -0.932
O2 0.638 -2.197 0.456
C2 -0.761 -2.990 -1.239
O3 -1.777 -2.391 -0.421
C3 -2.446 -3.250 0.490
C4 -2.876 -2.463 1.729
O4 -3.720 -2.950 2.461
O5 -2.274 -1.339 1.894
H1 1.988 -3.398 -0.821
H2 -0.613 -4.034 -0.951
H3 -1.058 -2.931 -2.287
H4 -1.772 -4.043 0.827
H5 -3.324 -3.699 0.022
O6 0.340 -0.985 2.673
N1 0.664 -0.032 3.530
C5 0.969 -0.415 4.787
C6 1.355 0.501 5.726
C7 1.429 1.848 5.359
C8 1.112 2.215 4.076
C9 0.707 1.262 3.128
S1 0.278 1.611 1.506
H6 0.877 -1.477 4.952
H7 1.591 0.167 6.726
H8 1.730 2.596 6.080
H9 1.155 3.245 3.753
N2 -1.584 2.049 -2.102
C10 -1.469 1.795 -3.440
C11 -1.317 3.015 -4.039
N3 -1.313 4.012 -3.096
C12 -1.484 3.386 -1.952
H10 -1.708 1.357 -1.339
H11 -1.503 0.795 -3.837
H12 -1.195 3.229 -5.089
H13 -1.529 3.855 -0.981
C13 -3.533 0.263 -0.047
O7 -2.141 0.416 -0.085
H14 -3.927 0.375 0.967
H15 -3.840 -0.723 -0.419
H16 -4.001 1.020 -0.689
C14 2.804 -0.370 -3.337
Ge1 2.016 0.187 -1.618
C15 1.782 2.130 -1.776
C16 3.343 -0.161 -0.211
C17 0.328 -0.723 -1.274
H17 3.720 0.191 -3.541
H18 2.099 -0.174 -4.148
H19 3.027 -1.435 -3.319
H20 2.759 2.595 -1.931
H21 1.338 2.563 -0.880
H22 1.147 2.378 -2.629
H23 4.275 0.362 -0.437
H24 3.541 -1.230 -0.139
H25 2.973 0.185 0.755
H26 -0.336 -0.545 -2.125

## Properties
<S²> = 0.75
Electronic energy = -105760.374 eV
2S+1 = 2
M = 670.0 g/mol
HOMO-LUMO gap (alpha / beta) = 5.491 / 7.849 eV
ΔE to the lowest compared entry with this formula, charge and spin = 0.0 kcal/mol
Highest occupied orbital energy (alpha / beta) = -3.1 / -5.4 eV
Charge = -1



# 2
Entry from the Open Molecules 2025 dataset: a molecular structure, C17H26IIrN6OP (ωB97M-V with the def2-TZVPD basis set).

Atoms and positions in Å:
Ir1 -0.869 0.097 -1.168
C1 0.946 -2.077 3.655
N1 0.500 -2.047 2.258
C2 0.400 -3.137 1.439
C3 -0.075 -2.689 0.244
N2 -0.257 -1.335 0.329
C4 0.089 -0.969 1.562
P1 -0.132 0.717 2.230
C5 -1.823 0.914 1.589
N3 -2.206 0.637 0.338
C6 -3.565 0.833 0.284
C7 -3.993 1.231 1.511
N4 -2.892 1.280 2.320
C8 -2.903 1.644 3.742
C9 0.653 1.626 0.864
N5 0.377 1.427 -0.425
C10 1.186 2.243 -1.176
C11 1.962 2.949 -0.309
N6 1.623 2.554 0.956
C12 2.226 3.067 2.192
H1 1.231 -3.096 3.895
H2 0.139 -1.768 4.315
H3 1.808 -1.428 3.788
H4 0.661 -4.127 1.773
H5 -0.309 -3.244 -0.643
H6 -4.153 0.658 -0.599
H7 -4.979 1.475 1.868
H8 -3.911 1.950 4.003
H9 -2.223 2.473 3.922
H10 -2.622 0.789 4.352
H11 1.141 2.267 -2.251
H12 2.723 3.689 -0.492
H13 2.951 3.827 1.921
H14 2.732 2.265 2.724
H15 1.461 3.513 2.823
C13 2.229 -1.567 -1.883
C14 1.154 -1.587 -2.960
C15 0.648 -2.988 -3.259
C16 1.661 -0.934 -4.240
O1 0.018 -0.777 -2.537
H16 3.122 -2.072 -2.248
H17 1.904 -2.074 -0.974
H18 2.502 -0.538 -1.633
H19 1.472 -3.580 -3.657
H20 -0.145 -2.960 -4.006
H21 0.275 -3.494 -2.375
H22 2.574 -1.436 -4.560
H23 1.890 0.120 -4.079
H24 0.928 -1.012 -5.043
I1 -1.105 1.902 -4.070
C17 -1.999 1.433 -2.218
H25 -2.059 2.377 -1.687
H26 -2.967 0.978 -2.408

## Properties
<S²> = 0.76
Electronic energy = -49252.775 eV
2S+1 = 2
M = 680.5 g/mol
HOMO-LUMO gap (alpha / beta) = 7.315 / 6.152 eV
ΔE to the lowest compared entry with this formula, charge and spin = 19.7 kcal/mol
Highest occupied orbital energy (alpha / beta) = -14.2 / -14.1 eV
Charge = +2



# 3
Entry from the Open Molecules 2025 dataset: a single C17H26N2O3 molecule in a non-equilibrium geometry (ωB97M-V with the def2-TZVPD basis set).

Atoms and positions in Å:
C1 0.492 3.626 -6.702
C2 0.048 2.339 -6.016
C3 1.183 1.698 -5.221
C4 0.747 0.398 -4.548
C5 1.870 -0.249 -3.733
C6 2.161 0.460 -2.402
C7 1.608 -0.280 -1.183
C8 0.076 -0.339 -1.160
C9 -0.386 -1.100 0.065
O1 -0.695 -2.267 0.071
N1 -0.387 -0.333 1.201
N2 -0.726 -0.910 2.370
C10 -0.757 -0.328 3.509
C11 -0.417 1.123 3.743
C12 -1.152 -1.146 4.651
C13 -1.225 -0.590 5.933
C14 -1.587 -1.326 7.037
C15 -1.895 -2.678 6.895
O2 -2.256 -3.450 7.950
C16 -1.834 -3.257 5.640
C17 -1.470 -2.521 4.514
O3 -1.448 -3.189 3.361
H1 0.836 4.352 -5.968
H2 -0.330 4.066 -7.261
H3 1.309 3.427 -7.392
H4 -0.309 1.632 -6.768
H5 -0.786 2.555 -5.345
H6 2.019 1.491 -5.893
H7 1.536 2.406 -4.468
H8 0.425 -0.302 -5.322
H9 -0.113 0.595 -3.906
H10 1.613 -1.290 -3.531
H11 2.772 -0.257 -4.348
H12 3.241 0.554 -2.269
H13 1.749 1.470 -2.423
H14 1.998 -1.299 -1.169
H15 1.964 0.220 -0.277
H16 -0.339 0.671 -1.164
H17 -0.283 -0.875 -2.037
H18 -0.121 0.647 1.149
H19 0.407 1.203 4.450
H20 -1.280 1.647 4.150
H21 -0.121 1.627 2.825
H22 -0.993 0.453 6.078
H23 -1.632 -0.859 8.012
H24 -2.258 -2.922 8.758
H25 -2.072 -4.301 5.519
H26 -1.185 -2.591 2.624

## Properties
Electronic energy = -27173.761 eV
SMILES = CCCCCCCCC(=O)N/N=C(\C)c1ccc(O)cc1O
M = 306.4 g/mol
HOMO-LUMO gap = 8.417 eV
ΔE to the lowest compared entry with this formula, charge and spin = 47.1 kcal/mol
Highest occupied orbital energy = -7.9 eV



# 4
Entry from the Open Molecules 2025 dataset: a molecular structure, C17H26N2S3Sr (ωB97M-V with the def2-TZVPD basis set).

Atoms and positions in Å:
Sr1 2.800 1.237 0.940
S1 5.399 5.158 -0.588
C1 4.500 3.823 -0.122
S2 5.107 2.198 -0.410
S3 2.941 4.037 0.665
C2 -4.133 3.697 0.867
C3 -3.499 3.417 -0.496
N1 -2.461 2.409 -0.484
C4 -2.862 1.014 -0.521
C5 -2.913 0.324 0.841
C6 -1.121 2.717 -0.264
C7 -0.751 4.173 -0.185
N2 -0.200 1.850 -0.148
H1 -4.831 4.536 0.800
H2 -3.366 3.946 1.601
H3 -4.682 2.829 1.235
H4 -3.092 4.342 -0.900
H5 -4.277 3.090 -1.194
H6 -2.172 0.469 -1.172
H7 -3.845 0.972 -0.999
H8 -1.940 0.355 1.332
H9 -3.190 -0.725 0.723
H10 -3.640 0.802 1.498
H11 -0.965 4.687 -1.125
H12 0.318 4.239 0.004
H13 -1.289 4.688 0.614
H14 -0.482 0.875 -0.211
C8 3.455 -2.321 -0.744
C9 1.916 -2.204 -0.780
C10 1.501 -2.446 -2.244
C11 1.437 -0.831 -0.330
C12 1.334 -3.283 0.135
C13 0.574 -4.359 -0.311
C14 0.120 -5.341 0.568
C15 0.422 -5.267 1.916
C16 1.168 -4.187 2.380
C17 1.605 -3.212 1.505
H15 3.892 -1.517 -1.343
H16 3.796 -3.282 -1.144
H17 3.837 -2.218 0.273
H18 1.946 -1.663 -2.860
H19 0.415 -2.379 -2.359
H20 1.837 -3.415 -2.626
H21 1.916 -0.144 -1.081
H22 0.320 -4.443 -1.360
H23 -0.471 -6.167 0.187
H24 0.080 -6.035 2.600
H25 1.405 -4.101 3.435
H26 2.144 -2.347 1.879

## Properties
Electronic energy = -54370.615 eV
M = 442.2 g/mol
HOMO-LUMO gap (alpha / beta) = 5.289 / 2.075 eV
ΔE to the lowest compared entry with this formula, charge and spin = 10.6 kcal/mol
Highest occupied orbital energy (alpha / beta) = -1.0 / 2.2 eV
Charge = -2



The lowest electronic energy belongs to which entry? C17H26GeN3O7STa